# 1
A cluster of 7 separate species, C42H105N7 in total, computed with ωB97M-V/def2-TZVPD.

Computed properties:
E ... -2046.3280 hartree
Relative energy (zero: lowest compared OMol25 entry of this formula, charge and spin) ... 48.9 kcal/mol
Gap between HOMO and LUMO ... 8.61 eV
Highest occupied orbital energy ... -8.06 eV

Structure (ORCA input):
```
! wB97M-V def2-TZVPD RIJCOSX def2/J DEFGRID3
* xyz 0 1
C -3.591 3.568 -6.678
C -2.658 2.499 -6.085
N -2.807 1.158 -6.708
C -2.278 0.183 -5.709
C -3.168 -0.018 -4.507
C -1.920 1.130 -7.911
C -2.528 0.197 -8.939
H -3.707 3.315 -7.736
H -3.058 4.519 -6.679
H -4.582 3.642 -6.241
H -1.630 2.869 -6.209
H -2.772 2.420 -5.005
H -2.242 -0.732 -6.313
H -1.216 0.366 -5.494
H -3.283 0.765 -3.759
H -4.192 -0.233 -4.825
H -2.875 -0.929 -3.980
H -0.889 0.859 -7.668
H -1.965 2.146 -8.306
H -3.553 0.446 -9.226
H -2.668 -0.798 -8.510
H -1.948 0.264 -9.864
C 10.717 1.252 1.362
C 9.296 0.770 0.977
N 8.289 1.743 1.372
C 8.431 3.016 0.665
C 7.765 4.145 1.449
C 6.958 1.163 1.365
C 6.392 0.639 0.041
H 11.375 0.405 1.555
H 10.668 1.903 2.233
H 11.138 1.815 0.529
H 9.340 0.501 -0.088
H 9.113 -0.179 1.485
H 9.482 3.284 0.564
H 8.060 2.954 -0.363
H 6.727 3.919 1.691
H 8.332 4.310 2.366
H 7.778 5.103 0.925
H 6.226 1.862 1.781
H 6.988 0.377 2.124
H 7.061 -0.060 -0.462
H 6.093 1.392 -0.690
H 5.462 0.116 0.277
C -4.556 -9.015 2.160
C -4.369 -8.008 1.039
N -3.831 -6.724 1.494
C -4.877 -5.838 2.079
C -4.751 -5.885 3.617
C -3.106 -6.023 0.427
C -2.191 -4.967 1.018
H -3.627 -9.171 2.714
H -4.777 -9.998 1.743
H -5.308 -8.599 2.829
H -3.632 -8.354 0.312
H -5.348 -7.969 0.534
H -4.685 -4.799 1.832
H -5.846 -6.245 1.782
H -5.551 -5.275 4.047
H -4.731 -6.884 4.038
H -3.816 -5.381 3.873
H -3.833 -5.677 -0.327
H -2.496 -6.721 -0.152
H -2.616 -4.271 1.744
H -1.691 -4.335 0.284
H -1.456 -5.542 1.586
C 3.544 0.520 -4.053
C 3.201 1.940 -3.679
N 4.225 2.608 -2.876
C 3.656 3.765 -2.230
C 3.287 5.016 -3.110
C 5.463 2.871 -3.591
C 6.546 3.493 -2.700
H 4.372 0.404 -4.749
H 2.660 -0.076 -4.276
H 3.920 0.062 -3.123
H 3.091 2.461 -4.649
H 2.253 2.000 -3.149
H 4.315 4.147 -1.450
H 2.740 3.533 -1.682
H 2.367 4.851 -3.667
H 4.093 5.261 -3.802
H 3.162 5.851 -2.421
H 5.896 1.938 -3.959
H 5.289 3.459 -4.505
H 6.193 4.330 -2.110
H 6.857 2.679 -2.043
H 7.472 3.717 -3.228
C 2.202 -0.999 0.163
C 1.465 0.216 -0.419
N 0.044 0.026 -0.534
C -0.753 1.226 -0.545
C -0.676 2.015 0.767
C -0.348 -0.932 -1.614
C -1.742 -1.473 -1.292
H 2.526 -1.724 -0.586
H 1.608 -1.391 0.983
H 3.191 -0.642 0.466
H 1.681 1.091 0.199
H 1.990 0.545 -1.336
H -0.522 1.980 -1.315
H -1.818 0.995 -0.613
H 0.312 2.483 0.784
H -1.405 2.820 0.853
H -0.807 1.397 1.658
H 0.416 -1.703 -1.547
H -0.299 -0.388 -2.562
H -2.511 -0.726 -1.488
H -1.815 -1.444 -0.198
H -1.936 -2.487 -1.626
C -8.345 2.072 -1.140
C -6.984 2.575 -0.686
N -6.877 2.482 0.766
C -5.584 1.981 1.235
C -4.475 3.000 1.305
C -7.469 3.604 1.436
C -7.573 3.360 2.967
H -8.491 1.030 -0.866
H -8.623 2.294 -2.173
H -9.120 2.641 -0.614
H -6.241 1.948 -1.193
H -6.692 3.553 -1.098
H -5.694 1.457 2.195
H -5.409 1.099 0.613
H -4.347 3.614 2.191
H -3.570 2.438 1.040
H -4.476 3.663 0.430
H -8.492 3.767 1.101
H -6.895 4.538 1.329
H -8.179 4.112 3.472
H -6.569 3.480 3.378
H -8.003 2.376 3.144
C -0.140 -1.821 4.263
C 1.085 -1.862 5.184
N 0.645 -1.855 6.583
C 1.605 -1.279 7.521
C 1.007 -1.019 8.911
C 0.038 -3.081 7.073
C 1.027 -4.218 7.416
H -0.751 -2.692 4.488
H 0.237 -1.968 3.246
H -0.737 -0.919 4.346
H 1.749 -2.719 4.996
H 1.761 -1.015 5.047
H 2.566 -1.804 7.647
H 1.950 -0.337 7.080
H 0.210 -0.276 8.885
H 0.758 -1.920 9.459
H 1.790 -0.471 9.448
H -0.637 -3.469 6.316
H -0.493 -2.883 7.999
H 0.614 -5.203 7.200
H 1.325 -4.177 8.471
H 2.027 -4.198 6.967
*
```



# 2
A structure of composition C18H51BIN7O3P2, computed with ωB97M-V/def2-TZVPD.

Computed properties:
E ... -2330.7376 hartree
Gap between HOMO and LUMO ... 8.65 eV
Highest occupied orbital energy ... -8.69 eV

Structure (ORCA input):
```
! wB97M-V def2-TZVPD RIJCOSX def2/J DEFGRID3
* xyz 0 1
C 0.081 7.058 1.041
C 1.584 7.300 0.859
C 2.566 6.376 1.611
I 1.725 5.364 3.320
B 3.918 7.005 2.119
C 4.475 8.410 1.704
C 5.647 8.270 0.708
O 5.953 9.524 0.107
C 6.917 7.733 1.379
N 7.474 8.711 2.317
H -0.312 7.580 1.914
H -0.444 7.473 0.174
H -0.173 5.998 1.080
H 1.794 8.349 1.075
H 1.793 7.159 -0.207
H 2.856 5.568 0.927
H 4.582 6.333 2.849
H 3.724 9.069 1.259
H 4.871 8.907 2.601
H 5.349 7.596 -0.108
H 5.358 10.189 0.445
H 7.644 7.503 0.598
H 6.678 6.808 1.915
H 7.243 8.475 3.273
H 8.481 8.765 2.247
O 0.027 1.000 -1.578
P -0.055 0.589 -0.168
N 1.327 1.122 0.620
C 1.857 0.590 1.864
C 1.752 2.480 0.303
N -0.148 -1.100 -0.174
C 0.406 -1.965 0.847
C -0.135 -1.743 -1.483
N -1.254 0.844 0.985
C -2.585 0.345 0.587
C -1.389 2.256 1.397
H 1.161 0.665 2.708
H 2.752 1.153 2.129
H 2.166 -0.445 1.761
H 1.181 3.244 0.842
H 1.642 2.668 -0.765
H 2.808 2.613 0.547
H 1.479 -2.148 0.707
H -0.098 -2.936 0.812
H 0.235 -1.558 1.841
H 0.873 -1.835 -1.906
H -0.747 -1.191 -2.191
H -0.559 -2.747 -1.390
H -2.970 0.845 -0.308
H -3.281 0.519 1.407
H -2.542 -0.725 0.399
H -1.556 2.935 0.553
H -0.503 2.580 1.940
H -2.235 2.345 2.078
O -5.176 -6.246 -2.776
P -3.964 -6.743 -2.108
N -4.417 -7.917 -0.996
C -3.635 -8.348 0.150
C -5.420 -8.876 -1.452
N -3.266 -5.406 -1.340
C -2.531 -5.453 -0.093
C -3.962 -4.135 -1.499
N -2.535 -7.368 -2.740
C -1.848 -6.460 -3.680
C -2.702 -8.679 -3.397
H -2.653 -8.760 -0.116
H -4.186 -9.129 0.673
H -3.489 -7.546 0.865
H -5.008 -9.682 -2.070
H -6.183 -8.362 -2.034
H -5.912 -9.330 -0.591
H -3.189 -5.455 0.784
H -1.890 -4.569 -0.019
H -1.875 -6.321 -0.056
H -4.818 -4.028 -0.822
H -4.323 -4.009 -2.515
H -3.259 -3.322 -1.297
H -2.453 -6.237 -4.565
H -0.921 -6.932 -4.005
H -1.599 -5.527 -3.182
H -3.467 -8.672 -4.181
H -2.959 -9.439 -2.662
H -1.754 -8.972 -3.847
*
```



Q: gap between HOMO and LUMO of number 2 (C18H51BIN7O3P2)?
A: 8.65 eV